{"formula": "C43H64F6N5O25", "method": "wB97M-V/def2-TZVPD", "species": ["C", "C", "O", "C", "C", "O", "C", "C", "O", "C", "C", "C", "C", "C", "N", "C", "C", "C", "O", "C", "C", "O", "C", "C", "C", "C", "C", "N", "C", "C", "N", "C", "N", "N", "C", "O", "O", "H", "H", "H", "H", "H", "H", "H", "H", "H", "H", "H", "H", "H", "H", "H", "H", "H", "H", "H", "H", "H", "H", "H", "H", "H", "H", "H", "H", "H", "H", "H", "H", "H", "H", "H", "H", "H", "H", "H", "H", "H", "H", "H", "H", "H", "H", "C", "C", "O", "C", "O", "O", "F", "H", "H", "H", "C", "C", "O", "C", "O", "O", "F", "H", "H", "H", "C", "C", "O", "C", "O", "O", "F", "H", "H", "H", "C", "C", "O", "C", "O", "O", "F", "H", "H", "H", "C", "C", "O", "C", "O", "O", "F", "H", "H", "H", "C", "C", "O", "C", "O", "O", "F", "H", "H", "H"], "coordinates": [[-5.8819, 4.3588, -3.6099], [-5.2954, 2.9902, -3.0770], [-3.8916, 2.8977, -3.3514], [-3.5736, 1.8970, -4.3111], [-2.9006, 0.6479, -3.5438], [-2.9245, 0.9303, -2.1471], [-1.7502, 0.4597, -1.4888], [-1.8943, -1.0907, -1.2583], [-1.5128, -1.4908, 0.0810], [-1.0065, -2.8148, -0.0163], [-1.1225, -3.6324, 1.3172], [-2.5645, -4.2129, 1.6153], [-3.7528, -3.4705, 0.9027], [-4.1629, -2.1117, 1.6135], [-5.2258, -1.5158, 0.7855], [-0.7199, -2.8090, 2.6072], [0.7613, -2.3447, 2.6093], [1.3711, -2.6942, 4.0518], [2.7921, -2.6685, 4.0773], [3.3979, -3.9564, 4.0612], [4.5902, -3.8829, 3.0101], [5.0730, -2.5205, 2.8728], [5.7497, -2.3871, 1.6230], [6.2324, -0.9139, 1.3650], [0.9969, -0.8379, 2.3646], [2.3195, -0.2683, 2.2065], [2.5943, 1.1120, 1.9388], [1.5922, 2.0027, 1.7959], [0.3604, 1.5045, 1.9635], [-0.0659, 0.1619, 2.2340], [1.6152, -3.0772, 1.6094], [1.1585, -4.4108, 1.3749], [2.0652, -5.4125, 1.2549], [-0.1745, -4.7921, 1.2681], [-0.3296, -5.6230, 0.0525], [-0.2641, -6.9923, 0.5008], [0.0175, -7.8224, -0.5629], [-5.0955, 4.9390, -4.1461], [-6.7642, 4.1989, -4.2688], [-6.1947, 4.9716, -2.7245], [-5.8852, 2.1064, -3.4251], [-5.3980, 2.9988, -1.9585], [-2.8288, 2.3450, -5.0121], [-4.4435, 1.5690, -4.9252], [-1.8666, 0.5359, -3.9605], [-3.5079, -0.2592, -3.7916], [-1.5718, 1.0109, -0.5358], [-0.8311, 0.6313, -2.1141], [-2.9452, -1.4073, -1.4746], [-1.2513, -1.5925, -2.0345], [0.0376, -2.7648, -0.4371], [-1.6040, -3.3628, -0.7977], [-2.7400, -4.1176, 2.7198], [-2.6677, -5.3025, 1.3915], [-3.6294, -3.3516, -0.2007], [-4.6522, -4.1291, 1.0303], [-3.2881, -1.4468, 1.8070], [-4.6569, -2.4358, 2.5682], [-5.6770, -0.7678, 1.3065], [-4.8568, -1.1977, -0.1081], [-1.4751, -2.0227, 2.8077], [-0.8145, -3.5439, 3.4525], [1.0149, -3.6785, 4.4425], [1.0026, -1.8931, 4.7467], [2.7248, -4.7725, 3.7077], [3.8146, -4.2252, 5.0593], [5.4122, -4.5585, 3.3510], [4.2851, -4.1949, 1.9834], [5.0758, -2.6456, 0.7539], [6.6522, -3.0424, 1.5351], [6.8929, -0.9190, 0.4657], [6.7562, -0.4763, 2.2436], [5.3167, -0.3275, 1.0876], [3.1886, -0.9611, 2.3025], [3.6410, 1.4611, 1.8066], [-0.4675, 2.2445, 1.8480], [-1.1292, -0.1138, 2.3349], [1.6861, -2.5238, 0.7510], [1.9839, -6.1533, 1.9507], [2.7484, -5.4646, 0.5078], [-1.3305, -5.5082, -0.4319], [0.4580, -5.4185, -0.7190], [0.9647, -7.7142, -0.7788], [-2.9896, 7.2970, -5.1886], [-2.1994, 7.2364, -6.4631], [-2.1905, 5.8511, -6.7633], [-3.3386, 5.3482, -6.2350], [-3.7956, 4.2849, -6.5176], [-3.9039, 6.2113, -5.3496], [-0.9243, 7.6481, -6.2700], [-2.3736, 7.1241, -4.3035], [-3.5183, 8.2416, -5.0690], [-2.6418, 7.7888, -7.2951], [7.7672, -2.2279, 5.5824], [6.7693, -3.2509, 6.0403], [7.0510, -3.3751, 7.4187], [7.5422, -2.1593, 7.8080], [7.6310, -1.8094, 8.9379], [7.9036, -1.4032, 6.7382], [6.9920, -4.4510, 5.4431], [8.7354, -2.6684, 5.3337], [7.4124, -1.6536, 4.7277], [5.7267, -2.9553, 5.8987], [-7.7240, 4.9075, -8.4656], [-6.6022, 5.1293, -7.4935], [-7.2282, 5.8363, -6.4373], [-8.5329, 5.4255, -6.4412], [-9.2874, 5.5998, -5.5420], [-8.8519, 4.7893, -7.5991], [-5.6390, 5.9158, -8.0307], [-7.8690, 5.7552, -9.1393], [-7.5895, 4.0057, -9.0606], [-6.1545, 4.2127, -7.1049], [5.5483, -3.7051, 10.5678], [5.2902, -3.9151, 12.0315], [4.1073, -3.1679, 12.2538], [3.4275, -3.1811, 11.0706], [2.2830, -2.8886, 10.9519], [4.2255, -3.5795, 10.0430], [6.2847, -3.3904, 12.7855], [6.1065, -2.7900, 10.3666], [6.0732, -4.5431, 10.1114], [5.1247, -4.9570, 12.3168], [-8.0433, 9.6528, -4.7283], [-8.3552, 8.9873, -6.0361], [-7.7432, 9.8432, -6.9848], [-6.6843, 10.4145, -6.3414], [-5.7917, 10.9750, -6.8876], [-6.7749, 10.2520, -4.9923], [-9.6897, 8.9641, -6.2682], [-8.7668, 10.4293, -4.4706], [-7.9791, 8.9447, -3.9036], [-7.9463, 7.9819, -6.1365], [8.8691, -0.5420, -2.9312], [9.1471, -1.8990, -3.5110], [9.4054, -2.6864, -2.3620], [8.6875, -2.1220, -1.3519], [8.4504, -2.6586, -0.3174], [8.2693, -0.8690, -1.6772], [10.2547, -1.8833, -4.2861], [9.7802, 0.0343, -2.7590], [8.1927, 0.0466, -3.5488], [8.3136, -2.3303, -4.0707]], "mulliken_charge": [-0.27, -0.49, -0.32, -0.48, -0.34, -0.30, -0.73, -0.11, 0.16, -2.11, 2.14, -0.69, -1.05, -0.05, -0.64, -3.55, 3.25, -1.34, -0.21, -0.40, -0.48, -0.26, -0.47, -0.60, -1.08, -0.27, -0.40, -0.61, -0.44, -0.50, 0.08, -1.24, 0.18, 0.35, -0.71, -0.16, -0.40, -0.09, 0.03, 0.40, 0.42, 0.26, 0.20, 0.38, 0.31, 0.21, 0.09, 0.44, 0.20, 0.30, 0.37, 0.91, 0.28, 0.49, 0.27, 0.51, 0.02, 0.49, 0.26, 0.21, 0.81, 0.77, 0.51, 0.31, 0.15, 0.54, 0.48, 0.17, 0.20, 0.53, 0.07, 0.24, 0.12, 0.18, 0.40, 0.42, 0.26, 0.68, 0.30, 0.28, 0.47, 0.55, 0.34, -0.48, 0.32, -0.36, 0.70, -0.51, -0.36, -0.30, 0.29, 0.26, 0.31, -0.21, 0.50, -0.35, 0.57, -0.49, -0.35, -0.29, 0.28, 0.00, 0.29, -0.43, 0.36, -0.20, 0.60, -0.52, -0.35, -0.31, 0.29, 0.31, 0.26, -0.30, 0.31, -0.32, 0.62, -0.51, -0.29, -0.28, 0.19, 0.30, 0.27, -0.52, 1.26, -0.35, 0.63, -0.51, -0.33, -0.29, 0.30, 0.32, -0.49, -0.44, 0.29, -0.32, 0.64, -0.47, -0.29, -0.28, 0.28, 0.28, 0.27], "homo_ev": -11.015, "total_charge": 1, "gap_ev": 6.136, "spin_multiplicity": 1}



{"formula": "C43H67BeN4O8", "method": "wB97M-V/def2-TZVPD", "species": ["Be", "C", "C", "O", "H", "H", "H", "H", "H", "N", "C", "C", "C", "C", "C", "H", "H", "H", "H", "H", "N", "C", "C", "C", "C", "C", "H", "H", "H", "H", "H", "N", "C", "C", "C", "C", "C", "H", "H", "H", "H", "H", "N", "C", "C", "C", "C", "C", "H", "H", "H", "H", "H", "C", "C", "O", "C", "H", "H", "H", "H", "H", "H", "C", "C", "O", "C", "H", "H", "H", "H", "H", "H", "C", "C", "O", "C", "H", "H", "H", "H", "H", "H", "C", "C", "O", "C", "H", "H", "H", "H", "H", "H", "C", "C", "O", "C", "H", "H", "H", "H", "H", "H", "C", "C", "O", "C", "H", "H", "H", "H", "H", "H", "C", "C", "O", "C", "H", "H", "H", "H", "H", "H"], "coordinates": [[-2.7916, -1.5988, -1.1166], [0.9728, 0.2943, -0.2782], [-0.2640, 0.2943, 0.6093], [-1.0147, -0.8901, 0.5135], [1.4686, 1.2608, -0.1878], [0.6747, 0.2219, -1.3242], [1.7445, -0.4511, -0.0860], [-0.8811, 1.0860, 0.1845], [0.0864, 0.5439, 1.6108], [-1.0636, -2.4854, -2.9311], [0.2322, -2.5780, -2.4463], [1.3647, -2.8891, -3.1997], [1.2462, -3.0636, -4.5547], [-0.0488, -2.9617, -5.1052], [-1.1651, -2.6335, -4.3007], [0.3768, -2.4737, -1.3811], [2.3310, -2.8446, -2.7193], [2.1199, -3.2062, -5.1733], [-0.2020, -3.2416, -6.1370], [-2.1353, -2.6634, -4.7743], [-2.2522, -3.9291, -0.3787], [-1.3280, -4.2654, 0.5865], [-1.2284, -5.5575, 1.0687], [-2.0900, -6.5687, 0.5806], [-2.9461, -6.2300, -0.4739], [-3.0125, -4.9242, -0.9319], [-0.6783, -3.4859, 0.9563], [-0.6158, -5.8295, 1.9155], [-2.1104, -7.5906, 0.9292], [-3.5262, -7.0211, -0.9256], [-3.7463, -4.5646, -1.6379], [-4.2207, 0.3292, -0.4372], [-4.0626, 0.8311, 0.8091], [-4.9442, 1.7057, 1.4320], [-6.0902, 2.0354, 0.7077], [-6.2873, 1.5994, -0.6131], [-5.3256, 0.7987, -1.1809], [-3.2321, 0.3699, 1.3230], [-4.7735, 2.0338, 2.4467], [-6.9159, 2.6731, 0.9867], [-7.1023, 1.9732, -1.2151], [-5.4141, 0.5165, -2.2196], [-3.0139, 5.5581, -1.1451], [-1.8688, 6.2766, -1.0186], [-0.6138, 5.6845, -0.9967], [-0.5680, 4.2848, -1.0891], [-1.6995, 3.5343, -1.1686], [-2.9267, 4.1633, -1.2315], [-2.0109, 7.3463, -0.9740], [0.2737, 6.2864, -0.8684], [0.3712, 3.7517, -1.0980], [-1.5196, 2.4695, -1.1488], [-3.8148, 3.5578, -1.3369], [5.1327, 1.1868, -1.5854], [4.2435, 0.1434, -2.2391], [4.4489, -1.0950, -2.0438], [3.2650, 0.6514, -3.2573], [5.7170, 1.6967, -2.3514], [5.8692, 0.6799, -0.9619], [4.5039, 1.8005, -0.9404], [2.3507, 1.0859, -2.8531], [3.0228, -0.1983, -3.8956], [3.7873, 1.4198, -3.8273], [-2.6626, -2.0038, 3.3847], [-1.4654, -2.7102, 3.8932], [-1.6047, -3.8463, 4.3291], [-0.0973, -2.0452, 3.9041], [-3.5457, -2.6379, 3.4635], [-2.5027, -1.8093, 2.3241], [-2.8045, -1.0120, 3.8138], [0.4025, -2.5895, 4.7053], [-0.1304, -0.9680, 4.0672], [0.3545, -2.1614, 2.9190], [2.2069, -4.0082, 0.3488], [3.4228, -4.1543, 1.2296], [3.6976, -3.3541, 2.1506], [4.3300, -5.3436, 0.9332], [2.5372, -4.0717, -0.6880], [1.7380, -3.0626, 0.6210], [1.5274, -4.8282, 0.5810], [4.4048, -5.3498, -0.1542], [3.8466, -6.2736, 1.2324], [5.3160, -5.2637, 1.3910], [-2.5228, 3.2348, 2.9193], [-1.2734, 3.8987, 3.5096], [-1.0898, 5.1314, 3.4563], [-0.3724, 3.0206, 4.3075], [-2.1643, 2.5289, 2.1702], [-3.0472, 4.0348, 2.3966], [-3.1785, 2.8290, 3.6896], [0.1196, 2.2133, 3.7651], [-1.0458, 2.6301, 5.0705], [0.3579, 3.6197, 4.8514], [5.2290, -0.4806, 2.5683], [4.3618, 0.4821, 3.2790], [4.8268, 1.5209, 3.7198], [2.9036, 0.1335, 3.4861], [5.0789, -1.4927, 2.9441], [6.2806, -0.2037, 2.6428], [4.9337, -0.5065, 1.5193], [2.2820, 1.0170, 3.3405], [2.7719, -0.2036, 4.5142], [2.6024, -0.6508, 2.7917], [-0.7808, 1.0308, -4.4663], [-2.1221, 0.5058, -4.0023], [-2.2958, 0.1764, -2.8228], [-3.2912, 0.3828, -5.0077], [-0.1831, 0.2301, -4.9020], [-0.1909, 1.4034, -3.6289], [-0.8913, 1.8949, -5.1215], [-3.2885, -0.6603, -5.3242], [-3.1425, 1.0245, -5.8762], [-4.2414, 0.5792, -4.5111], [3.7601, 5.0590, 0.4041], [3.1549, 3.8145, 0.9983], [3.8274, 2.8343, 1.1883], [1.6756, 3.8332, 1.4111], [4.7911, 4.8465, 0.1211], [3.9199, 5.8133, 1.1745], [3.1921, 5.5752, -0.3698], [1.1764, 4.6537, 0.8957], [1.6134, 3.9113, 2.4965], [1.1930, 2.9240, 1.0525]], "mulliken_charge": [1.20, 0.05, 1.75, -0.61, -0.18, -0.30, 0.16, -1.12, -0.14, 0.38, -0.33, -0.52, -0.55, -0.64, -0.68, 0.39, 0.49, 0.48, 0.44, 0.60, 0.13, -0.62, -0.78, -0.47, -0.75, -0.12, 0.94, 0.51, 0.47, 0.41, 0.36, 0.30, -0.28, -0.78, -0.48, -0.52, -0.29, 0.47, 0.53, 0.37, 0.45, 0.24, -0.60, -0.47, -0.39, -0.63, 1.10, -0.64, 0.39, 0.44, 0.73, -0.27, 0.41, -1.02, 0.88, -0.61, -0.57, 0.47, 0.31, 0.01, -0.07, 0.14, 0.49, -0.54, 0.52, -0.61, -0.20, 0.37, -0.20, 0.37, 0.46, 0.16, -0.28, 0.18, 0.62, -0.55, -1.33, 0.19, -0.35, 0.15, 0.36, 0.34, 0.35, -0.76, 0.83, -0.63, -1.19, -0.04, 0.38, 0.52, 0.01, 0.51, 0.38, -1.00, 0.59, -0.62, 0.11, 0.33, 0.37, 0.07, -0.13, 0.48, -0.18, -0.71, 0.64, -0.31, -1.17, 0.21, -0.07, 0.56, 0.24, 0.39, 0.25, -1.46, 0.61, -0.42, 0.02, 0.39, 0.39, 0.37, 0.11, 0.44, -0.56], "homo_ev": -10.367, "de_lowest_kj_mol": 0.00, "total_charge": 1, "gap_ev": 5.641, "spin_multiplicity": 1}



LUMO
In order: -4.88; -4.73
Unit: eV
Molecular weight
In order: 1165.0; 777.0
Unit: g mol⁻¹
F_max
In order: 3.4; 4.0
Unit: eV Å⁻¹